C4H9N5 | wB97M-V/def2-TZVPD

Summary:
multiplicity = 1
E_HOMO = -7.80 eV
frontier orbital gap = 8.293 eV
ΔE to the lowest compared entry with this formula, charge and spin = 177.7 kcal/mol
E_LUMO = 0.0181 Ha

Positions of all 18 atoms, in Å:
1 N 1.950575 -1.206349 -0.123925
2 N -1.289747 -0.163057 -0.247554
3 N 0.061518 0.206109 -0.161776
4 N -0.148368 -2.025819 -0.421359
5 N 2.703231 -0.090357 0.433179
6 C -1.343012 -1.593077 -0.368669
7 C 0.562976 1.419810 -0.884581
8 C -2.072096 0.389438 0.730517
9 C 0.729193 -0.968096 -0.368139
10 H -0.174932 2.295991 -0.883089
11 H 3.681713 -0.260589 0.640025
12 H -1.666770 1.544952 1.095257
13 H -3.221789 0.621727 0.116625
14 H -1.883991 -0.626128 1.663985
15 H 1.695289 1.689134 -0.620273
16 H 0.225196 1.221044 -1.821285
17 H 2.338025 -0.179977 1.672678
18 H -2.147009 -2.274764 -0.451608

Forces on the atoms, in the same order (eV/Å):
N 2.9 -0.2 -0.1
N -0.2 -0.3 -3.3
N 0.3 0.4 0.7
N -0.4 -2.0 -1.2
N -2.9 -0.1 4.7
C 3.3 2.6 -0.4
C -0.3 1.6 2.2
C -2.9 1.6 2.8
C 1.2 0.1 2.1
H 1.1 -0.7 1.8
H 0.0 -1.2 -0.9
H -1.1 -3.8 -0.9
H 3.0 -1.1 2.8
H -1.7 3.8 -1.5
H -2.9 -0.9 -0.8
H 0.9 -1.0 -3.8
H 1.1 0.8 -4.5
H -1.3 0.2 0.3

---

C4H9NO | wB97M-V/def2-TZVPD

Summary:
multiplicity = 2
E_HOMO (spin up / spin down) = 0.59 / -3.71 eV
frontier orbital gap (spin up / spin down) = 3.805 / 7.987 eV
ΔE to the lowest compared entry with this formula, charge and spin = 41.9 kcal/mol
total charge = -1
E_LUMO (spin up / spin down) = 0.1613 / 0.1570 Ha

Positions of all 15 atoms, in Å:
1 O -0.042486 -2.390800 -0.317117
2 N 0.380584 1.034696 -0.410787
3 C -0.761391 1.367794 0.043340
4 C -0.200946 -1.065749 1.797939
5 C 0.528481 0.940399 -1.849199
6 C 0.434248 -1.545539 0.483599
7 H 1.431230 1.494206 -2.036555
8 H -1.425220 1.812530 -0.545242
9 H -1.218960 1.046447 0.975711
10 H 1.457693 -1.258999 0.239413
11 H -1.296666 -0.908690 1.583701
12 H 0.361573 -0.228978 2.082862
13 H 0.521816 -0.146148 -2.234035
14 H 0.079428 -1.700241 2.610037
15 H -0.249383 1.549073 -2.423666

Forces on the atoms, in the same order (eV/Å):
O -0.1 1.5 1.7
N 2.7 -2.3 -0.5
C -0.8 -0.4 2.8
C -0.3 -0.9 -2.3
C -0.9 0.5 0.0
C -0.3 -1.7 -1.3
H 0.9 -0.4 -0.8
H -3.2 2.0 -2.9
H 0.6 0.1 0.5
H 0.2 0.6 0.5
H 1.1 -0.1 0.7
H 0.2 2.0 0.0
H 0.2 1.4 0.4
H -0.6 -1.4 0.4
H 0.3 -0.8 0.5

---

C4H9NO | wB97M-V/def2-TZVPD

Summary:
multiplicity = 1
E_HOMO = -9.50 eV
frontier orbital gap = 10.564 eV
ΔE to the lowest compared entry with this formula, charge and spin = 30.5 kcal/mol
structure (SMILES) = C/N=C(\C)OC
E_LUMO = 0.0390 Ha

Positions of all 15 atoms, in Å:
1 O 0.408435 -1.496593 -0.153511
2 N 0.459425 0.767069 -0.086132
3 C -0.212723 -0.302961 -0.013641
4 C -0.158589 2.060684 0.071188
5 C -1.681486 -0.516585 0.242286
6 C 1.819526 -1.430285 -0.321215
7 H 2.290681 -0.972856 0.553828
8 H -0.020674 2.420198 1.097732
9 H 0.347528 2.771986 -0.587576
10 H 2.082652 -0.831907 -1.197686
11 H -1.842697 -0.753612 1.298973
12 H 2.157174 -2.460787 -0.443151
13 H -2.267877 0.370487 0.001608
14 H -2.045741 -1.361263 -0.346799
15 H -1.232987 2.097794 -0.158283

Forces on the atoms, in the same order (eV/Å):
O 0.0 0.0 0.0
N -0.2 -0.4 0.0
C 0.0 0.3 0.0
C -0.1 0.2 0.0
C 0.0 0.1 0.0
C 0.3 -0.1 0.0
H -0.1 -0.1 -0.1
H 0.0 0.0 -0.1
H -0.1 -0.1 0.1
H -0.1 -0.1 0.1
H 0.1 0.0 -0.1
H -0.1 0.1 0.0
H 0.1 -0.1 0.0
H 0.1 0.1 0.1
H 0.2 0.0 0.0

---

C4H9NO | wB97M-V/def2-TZVPD

Summary:
multiplicity = 1
E_HOMO (spin up / spin down) = -8.54 / -8.65 eV
frontier orbital gap (spin up / spin down) = 8.664 / 7.703 eV
ΔE to the lowest compared entry with this formula, charge and spin = 129.8 kcal/mol
E_LUMO (spin up / spin down) = 0.0046 / -0.0346 Ha

Positions of all 15 atoms, in Å:
1 O 1.468557 0.059086 1.345765
2 N -0.215020 0.390722 -0.004344
3 C 1.743972 -0.917372 -0.724130
4 C -1.277907 -0.439306 0.494408
5 C 1.678123 -0.981535 0.663452
6 C -0.717228 1.667549 -0.442397
7 H 1.769604 -1.821771 -1.327250
8 H -1.452666 1.548603 -1.255514
9 H -1.987463 -0.689920 -0.310692
10 H -1.235913 2.186000 0.379036
11 H -0.860716 -1.372110 0.889723
12 H 0.109882 2.291035 -0.793533
13 H 1.917807 0.031191 -1.215693
14 H -1.853195 0.069778 1.282816
15 H 1.594509 -1.972802 1.142959

Forces on the atoms, in the same order (eV/Å):
O 1.3 -1.4 0.0
N -1.8 0.4 -1.3
C 0.7 -0.1 -0.7
C 0.0 0.0 0.2
C -0.4 0.8 1.4
C 0.0 0.1 0.2
H -0.1 0.1 0.1
H 0.1 0.0 0.1
H 0.1 0.1 0.1
H 0.0 0.0 -0.1
H -0.1 0.1 0.0
H -0.1 0.0 0.0
H -0.1 -0.1 0.1
H 0.1 -0.1 -0.1
H 0.1 0.1 0.0

---

C4H9NO | wB97M-V/def2-TZVPD

Summary:
multiplicity = 1
E_HOMO = -8.88 eV
frontier orbital gap = 9.870 eV
ΔE to the lowest compared entry with this formula, charge and spin = 95.4 kcal/mol
structure (SMILES) = COC[C@H]1CN1
E_LUMO = 0.0363 Ha

Positions of all 15 atoms, in Å:
1 O 0.837133 0.541628 -0.044954
2 N -1.819911 0.250809 -0.980052
3 C -2.183956 0.640008 0.288267
4 C 2.245282 0.533996 -0.037748
5 C 0.279168 -0.747423 0.072311
6 C -1.230639 -0.648002 0.011446
7 H 2.652703 -0.057951 -0.872121
8 H -1.071713 0.855467 -1.320943
9 H 0.582393 -1.224427 1.019484
10 H 0.628823 -1.392737 -0.751707
11 H -1.306705 0.841201 1.070032
12 H 2.643725 0.125496 0.903964
13 H -1.732445 -1.613668 0.068423
14 H 2.574946 1.570799 -0.142927
15 H -3.098809 0.324811 0.716530

Forces on the atoms, in the same order (eV/Å):
O 0.0 -0.1 0.0
N 1.3 -0.5 -1.9
C 4.1 -1.3 4.7
C 0.2 0.0 0.0
C -0.4 0.3 0.5
C -1.8 -0.3 -1.6
H -0.1 0.1 0.1
H -0.3 -0.1 -0.2
H 0.1 0.1 -0.1
H -0.1 0.1 0.1
H -2.1 1.6 -1.4
H -0.1 0.1 -0.1
H 0.1 0.2 -0.1
H 0.0 -0.2 0.0
H -1.0 0.0 0.1

---

C4H9NO | wB97M-V/def2-TZVPD

Summary:
multiplicity = 1
E_HOMO = -8.62 eV
frontier orbital gap = 9.214 eV
ΔE to the lowest compared entry with this formula, charge and spin = 73.0 kcal/mol
structure (SMILES) = C=N/C=C/C.O
E_LUMO = 0.0218 Ha

Positions of all 15 atoms, in Å:
1 O 0.243041 -2.374844 4.066936
2 N -1.524506 1.168262 -0.606144
3 C -0.297190 0.832441 -1.137633
4 C -2.536925 0.723079 -1.267607
5 C 0.935009 1.189717 -0.716950
6 C 2.099617 0.210554 -0.727445
7 H 2.011189 -0.023610 0.338198
8 H -0.335635 -3.113709 4.309620
9 H -0.388640 -2.026793 3.440521
10 H -2.384533 0.273088 -2.250533
11 H -0.227323 0.147412 -2.001462
12 H -3.516954 0.977478 -0.885433
13 H 1.778944 -0.680867 -1.274534
14 H 3.021769 0.601229 -1.143523
15 H 1.122134 2.096564 -0.144011

Forces on the atoms, in the same order (eV/Å):
O -0.9 -0.7 0.0
N -1.3 0.1 -0.8
C 2.2 -0.5 -0.6
C 1.1 1.3 0.6
C -0.5 0.3 0.2
C -1.9 0.5 -0.8
H 1.3 -0.3 -0.1
H 0.7 -0.3 0.7
H 0.2 1.1 -0.7
H -0.3 -0.4 0.1
H -0.6 -0.4 0.5
H -0.2 -0.3 -0.1
H 0.3 0.0 0.0
H 0.3 0.0 0.6
H -0.4 -0.2 0.4

---

C4H9NO | wB97M-V/def2-TZVPD

Summary:
multiplicity = 1
E_HOMO = -9.85 eV
frontier orbital gap = 10.804 eV
ΔE to the lowest compared entry with this formula, charge and spin = 22.8 kcal/mol
structure (SMILES) = CC(C)C(N)=O
E_LUMO = 0.0351 Ha

Positions of all 15 atoms, in Å:
1 O 0.440412 0.344005 2.044636
2 N -1.822623 -0.115938 1.372958
3 C -0.411745 0.238859 1.186165
4 C -0.029725 0.214203 -0.390108
5 C 1.167869 1.198643 -0.668768
6 C 0.395592 -1.238447 -0.764296
7 H -2.088131 -0.057354 2.325036
8 H 0.746100 2.174495 -0.579130
9 H 1.377214 1.165159 -1.739383
10 H 0.423719 -1.276107 -1.888278
11 H 2.002598 0.911406 0.040354
12 H -0.846403 0.610752 -0.958252
13 H -0.239969 -2.069896 -0.441509
14 H 1.385940 -1.501289 -0.373489
15 H -2.500848 -0.598487 0.834069

Forces on the atoms, in the same order (eV/Å):
O -1.8 0.3 -0.4
N 3.1 1.6 1.4
C -0.9 -1.9 -2.7
C 1.5 0.0 2.1
C -0.8 -1.8 0.6
C -0.2 0.3 -1.2
H -0.2 -0.1 0.9
H 0.3 1.0 0.8
H 0.6 -0.5 0.1
H 0.2 -0.1 1.0
H -0.8 0.9 -1.1
H -0.8 -0.3 -0.3
H -0.4 0.5 0.1
H -0.1 0.4 -0.1
H 0.3 -0.1 -1.2

---

C4H9NO | wB97M-V/def2-TZVPD

Summary:
multiplicity = 1
E_HOMO = -8.95 eV
frontier orbital gap = 9.901 eV
ΔE to the lowest compared entry with this formula, charge and spin = 40.1 kcal/mol
structure (SMILES) = CN(C)CC=O
E_LUMO = 0.0350 Ha

Positions of all 15 atoms, in Å:
1 O -0.429028 0.352195 3.221879
2 N 0.250113 0.170749 -0.297865
3 C -0.626540 0.005334 0.844865
4 C 1.012918 -1.028724 -0.585108
5 C -0.417746 0.689995 -1.474815
6 C -0.000652 0.559853 2.113565
7 H 1.746556 -0.822747 -1.371641
8 H -0.890810 1.647643 -1.234382
9 H -1.558356 0.564895 0.692619
10 H 0.376155 -1.870460 -0.918435
11 H 0.880793 1.211965 1.929104
12 H 0.322345 0.871381 -2.261291
13 H -1.189507 0.010222 -1.880479
14 H -0.929070 -1.039635 1.021658
15 H 1.560365 -1.350616 0.307448

Forces on the atoms, in the same order (eV/Å):
O 0.2 0.1 -0.5
N 0.0 0.0 0.0
C -0.1 0.0 0.0
C 0.1 -0.1 0.0
C 0.0 0.1 -0.1
C -0.2 -0.1 0.3
H -0.1 0.0 0.1
H 0.0 -0.1 -0.1
H 0.1 0.0 0.0
H 0.1 0.1 0.1
H -0.1 -0.1 0.1
H -0.1 0.0 0.1
H 0.1 0.0 0.1
H 0.0 0.1 0.0
H -0.1 0.0 -0.1

---

C4H9NO | wB97M-V/def2-TZVPD

Summary:
multiplicity = 1
E_HOMO = -8.16 eV
frontier orbital gap = 9.131 eV
ΔE to the lowest compared entry with this formula, charge and spin = 54.5 kcal/mol
structure (SMILES) = CN(C)/C=C/O
E_LUMO = 0.0358 Ha

Positions of all 15 atoms, in Å:
1 O -1.022317 -2.788652 0.700868
2 N -0.060909 0.673428 0.183062
3 C -0.025752 -0.697115 0.506454
4 C -0.483932 0.884565 -1.199955
5 C 1.219603 1.301483 0.434879
6 C -1.076124 -1.434595 0.863005
7 H 2.016931 0.904087 -0.223270
8 H 1.142642 2.378905 0.266864
9 H -0.333502 -2.889256 0.025771
10 H -0.614590 1.956806 -1.380086
11 H 0.928830 -1.227913 0.391700
12 H 1.510719 1.123008 1.472563
13 H 0.247163 0.498145 -1.937199
14 H -2.010477 -1.066033 1.275183
15 H -1.438286 0.383138 -1.379839

Forces on the atoms, in the same order (eV/Å):
O 0.2 -0.1 0.0
N -0.1 0.0 0.1
C -0.1 -0.1 0.0
C -0.1 0.1 -0.1
C 0.2 0.2 0.1
C 0.1 0.3 -0.1
H -0.1 0.0 0.1
H 0.1 -0.1 0.0
H -0.2 -0.5 0.3
H 0.0 -0.1 0.0
H 0.0 0.0 -0.4
H 0.0 0.1 -0.1
H -0.1 0.0 0.2
H 0.1 0.0 -0.3
H 0.2 0.1 0.1

---

C4H9NO | wB97M-V/def2-TZVPD

Summary:
multiplicity = 1
E_HOMO = -9.82 eV
frontier orbital gap = 10.832 eV
ΔE to the lowest compared entry with this formula, charge and spin = 44.4 kcal/mol
structure (SMILES) = C[C@@H](O)[C@H]1CN1
E_LUMO = 0.0371 Ha

Positions of all 15 atoms, in Å:
1 O -0.641130 0.719649 1.517002
2 N 1.403294 -0.755325 0.734307
3 C -0.638805 0.587324 0.114776
4 C -1.971233 0.028379 -0.370300
5 C 1.927177 0.160415 -0.275274
6 C 0.525515 -0.302588 -0.342620
7 H 2.634754 -0.221096 -1.009513
8 H -2.795863 0.624344 0.030534
9 H -0.497840 1.586287 -0.327941
10 H 1.725811 -1.707403 0.599611
11 H -2.026314 0.052362 -1.465818
12 H 0.107075 0.179755 1.834703
13 H 0.286261 -1.025388 -1.122245
14 H -2.100733 -1.006712 -0.033968
15 H 2.135513 1.165043 0.087420

Forces on the atoms, in the same order (eV/Å):
O 0.1 -0.1 0.1
N 0.1 -0.3 0.1
C 0.0 0.0 -0.3
C 0.0 0.0 0.0
C 0.2 0.2 -0.1
C -0.1 0.0 -0.1
H -0.1 0.1 0.2
H 0.1 -0.1 -0.1
H 0.0 -0.1 0.1
H 0.0 0.1 0.0
H 0.0 0.0 0.2
H -0.1 0.1 0.0
H 0.0 0.1 0.1
H 0.0 0.1 0.0
H -0.1 -0.2 0.0